(1)
The following is a DFT calculation (ωB97M-V/def2-TZVPD) of a gas-phase ion, C6H13N2O (charge +1).

Results
- total charge = +1
- LUMO energy (spin up / spin down) (eV) = -3.49 / -3.89

Geometry (Å):
C: 1.51960 1.15699 -0.07412
C: 0.80722 -1.10224 -0.29266
C: -1.11943 0.66620 0.06394
C: -1.39255 0.81048 -1.46685
C: -1.39261 1.59801 1.13770
C: 3.14409 -0.53696 0.04471
N: 1.75631 -0.10202 -0.04835
N: -0.67079 -0.71483 0.37369
O: 2.06317 2.19500 -0.21230
H: 0.56985 -0.98146 -1.40377
H: 1.24133 -2.15882 0.06316
H: -1.48581 1.88394 -1.55428
H: -2.37924 0.30278 -1.77297
H: -0.57014 0.26987 -1.87486
H: -2.38093 1.59204 1.42082
H: -1.06834 2.57341 0.95218
H: -0.89442 1.21656 2.02124
H: 3.79850 0.01416 -0.62762
H: 3.46735 -0.63382 1.10964
H: 3.18170 -1.56332 -0.43709
H: -1.33630 -1.49278 0.08488
H: -0.65365 -0.85721 1.41868

(2)
The following is a DFT calculation (ωB97M-V/def2-TZVPD) of 2 unconnected molecules or ions with the total composition C6H13N2O.

Results
- total charge = +1
- LUMO energy (eV) = -3.26

Geometry (Å):
C: 0.40515 -0.08336 -0.01061
C: 2.66751 -0.00271 0.33263
C: 2.40208 -0.53897 -1.08502
C: -1.58877 1.51395 -1.00715
C: -2.30856 -1.19403 1.41896
C: -1.62674 0.66362 0.21212
N: 1.32220 0.20100 0.89127
N: 0.91652 -0.40856 -1.18476
O: -2.29660 -0.44264 0.11599
H: 3.18275 -0.60039 1.04371
H: 3.14671 0.88905 0.38350
H: 2.85323 0.01099 -1.85056
H: 2.71684 -1.52746 -1.15573
H: -1.09078 2.48187 -0.89064
H: -2.64149 1.69039 -1.45421
H: -1.10014 1.11897 -1.82308
H: -2.30983 -2.24141 0.98577
H: -3.27769 -0.93933 1.90836
H: -1.40136 -0.98990 1.99955
H: -1.58792 1.10417 1.17858
H: 1.17715 0.32821 1.87302
H: 0.43976 -1.03345 -1.88169

(3)
The following is a DFT calculation (ωB97M-V/def2-TZVPD) of a gas-phase ion, C6H13N2O (charge +1).

Results
- total charge = +1
- LUMO energy (eV) = -4.53
- SMILES = C=[N+](NC(C)=O)C(C)C

Geometry (Å):
C: 2.05618 0.55356 0.82304
C: 0.21975 -1.24430 1.88908
C: -1.05066 -1.83970 2.47816
C: -0.74204 1.82317 -1.28883
C: 0.46490 -0.53326 -1.78529
C: 0.49366 0.85081 -1.12152
N: -0.16968 -0.06323 1.22761
N: 0.90296 0.51292 0.26754
O: 1.33458 -1.68605 1.79075
H: 2.41664 0.07393 1.69743
H: 2.82207 1.06332 0.39202
H: -1.07161 -2.85858 1.99526
H: -1.86366 -1.01074 2.29490
H: -0.88976 -1.99342 3.64407
H: -1.55136 1.24901 -0.93500
H: -0.48596 2.71926 -0.59925
H: -0.73126 1.96414 -2.31066
H: 0.74686 -0.47752 -2.77623
H: -0.55023 -1.09035 -1.86046
H: 1.11353 -1.12683 -1.29434
H: 1.34133 1.64048 -1.41986
H: -1.02107 -0.11220 0.69378

(4)
The following is a DFT calculation (ωB97M-V/def2-TZVPD) of a molecular structure, C6H13N2O.

Results
- total charge = +1
- LUMO energy (eV) = -3.82

Geometry (Å):
C: 0.67744 1.09722 1.16688
C: -1.66708 1.21730 0.17204
C: -0.46632 0.64353 0.21856
C: -0.14309 -0.59798 -0.66155
C: 0.29081 1.83789 2.41913
C: 0.46915 -1.76391 0.04147
N: 1.44660 -0.20522 -1.76298
N: -1.02173 -0.77484 -1.59374
O: 1.78679 0.84751 0.88306
H: -1.76850 1.99851 0.86942
H: -2.30197 1.10249 -0.71336
H: -0.03966 2.84529 2.05814
H: 0.99888 2.11494 3.12123
H: -0.58163 1.45184 2.93805
H: 1.52555 -1.58390 0.17928
H: 0.55311 -2.58796 -0.70647
H: -0.10032 -2.17963 0.83586
H: 1.85532 -1.13233 -1.92940
H: 2.04028 0.14016 -1.04418
H: -1.72792 -0.08498 -1.88914
H: -0.98781 -1.61395 -2.24001
H: 1.41720 0.35336 -2.55965

(5)
The following is a DFT calculation (ωB97M-V/def2-TZVPD) of a gas-phase ion, C6H13N2O (charge +1).

Results
- total charge = +1
- LUMO energy (eV) = -2.85
- SMILES = C=C/[NH+]=C(\OC)N(C)C

Geometry (Å):
C: 1.71871 -3.20472 0.49891
C: 1.48377 -2.02581 -0.04952
C: 0.20791 0.04765 -0.03096
C: -1.97178 0.00290 1.02672
C: -0.97184 2.14968 0.41371
C: 0.80184 1.46165 -1.90129
N: -0.88232 0.69932 0.36571
N: 0.44889 -1.19142 0.40264
O: 1.10867 0.53421 -0.85404
H: 2.51093 -3.83084 0.13453
H: 1.14120 -3.58564 1.32448
H: 2.05774 -1.62549 -0.86879
H: -1.79864 -0.09315 2.10137
H: -2.88097 0.58345 0.87993
H: -2.12685 -0.98055 0.58582
H: -1.68022 2.52714 -0.32503
H: -1.32348 2.43624 1.40543
H: 0.00059 2.60715 0.26169
H: 1.17475 2.45430 -1.64910
H: -0.26386 1.49431 -2.11750
H: 1.33971 1.10004 -2.77820
H: -0.09474 -1.56042 1.17348

(6)
The following is a DFT calculation (ωB97M-V/def2-TZVPD) of a gas-phase ion, C6H13N2O2 (charge +1).

Results
- total charge = +1
- LUMO energy (spin up / spin down) (eV) = -5.25 / -5.25

Geometry (Å):
C: -0.73939 -1.14719 -1.86160
C: -1.17154 0.89345 0.11189
C: -0.18436 0.28288 -1.82756
C: 0.21507 0.48620 0.95276
C: -0.29405 -0.32381 2.14745
C: 0.96346 1.78634 1.35278
N: 0.08437 -1.86498 -2.63760
N: 1.01303 -0.38340 0.11877
O: -1.71968 -1.46886 -1.23373
O: -0.54649 1.19755 -1.07028
H: -1.66703 -0.16220 0.12338
H: -1.69696 1.70970 0.54372
H: 0.55976 0.59604 -2.55120
H: 0.41014 -0.51001 2.87565
H: -0.78526 -1.27104 1.76929
H: -1.17168 0.19111 2.63019
H: 0.82622 2.00838 2.43560
H: 0.73358 2.61368 0.71620
H: 1.99601 1.55784 1.26947
H: 0.73921 -1.51157 -3.22340
H: -0.23233 -2.88308 -2.82495
H: 0.67224 -1.30205 -0.11388
H: 1.99568 -0.49497 0.29706

(7)
The following is a DFT calculation (ωB97M-V/def2-TZVPD) of 2 unconnected molecules or ions with the total composition C6H13N2OP.

Results
- LUMO energy (spin up / spin down) (eV) = 0.82 / -0.04

Geometry (Å):
C: -2.63758 -2.10594 -0.47916
C: -0.37317 3.90313 0.90552
C: 0.91329 -3.78814 0.36821
C: 0.49633 2.72520 0.53734
C: -0.30297 1.84175 -0.41560
C: 0.85400 -3.09303 -1.00857
N: -3.03578 -3.15944 -0.32254
N: 0.52464 0.64969 -0.65914
O: 0.78947 -1.81903 -0.89015
P: 0.66384 -0.73861 0.31974
H: -1.49686 3.67501 1.00359
H: 0.02122 4.39309 1.81617
H: -0.27212 4.58184 0.14786
H: 1.67158 -3.28806 1.07240
H: -0.14409 -3.83554 0.69180
H: 1.22279 -4.74826 0.20642
H: 0.74148 2.23602 1.54296
H: 1.55450 3.01621 0.04093
H: -1.15184 1.36575 0.08244
H: -0.50774 2.22709 -1.33635
H: 1.34734 -3.60277 -1.75402
H: -2.24530 -1.12993 -0.67214
H: 1.36698 0.69396 -1.19771

(8)
The following is a DFT calculation (ωB97M-V/def2-TZVPD) of a molecular structure, C6H13N3.

Results
- LUMO energy (eV) = 0.95

Geometry (Å):
C: 2.63744 -1.70257 0.10717
C: 1.05294 -1.16939 0.17571
C: 0.49614 1.15222 0.13823
C: 0.46970 2.72068 -0.57539
C: -0.62900 0.97576 1.12323
C: -1.79559 0.47264 0.52294
H: 2.96405 -1.16433 -0.83013
H: 2.58310 -2.85560 0.05153
H: 3.11253 -1.44829 1.11963
H: 0.67225 -1.07536 1.37532
H: 0.57175 -1.76749 -0.58471
H: 1.72946 2.95897 -0.61674
H: -0.12496 2.79370 -1.76115
H: -0.05317 3.72035 0.24943
H: -0.54183 1.84578 1.80790
H: -2.79624 0.87508 0.90277
H: -1.01089 -0.79100 -0.86776
H: -3.44384 -1.44031 -1.08063
H: -2.50566 -2.37777 -0.02491
N: 1.18847 0.21634 -0.53121
N: -1.82506 -0.48875 -0.44156
N: -2.75158 -1.45067 -0.25967

(9)
The following is a DFT calculation (ωB97M-V/def2-TZVPD) of 2 unconnected molecules or ions with the total composition C6H13N3.

Results
- LUMO energy (eV) = 0.18

Geometry (Å):
C: -0.30524 0.93309 -0.30438
C: -1.22596 1.17715 -1.47364
C: 1.06489 1.54126 -0.44231
C: -0.88692 0.83471 1.00386
C: 0.61641 -1.87608 1.81250
C: 0.24393 -1.14245 -0.89278
N: -0.60436 -1.75547 -0.15653
N: -0.68879 -1.82035 1.13965
N: 0.98625 -1.11056 -1.88869
H: 1.32149 -2.01600 -2.21396
H: -0.74703 0.90624 -2.41440
H: -2.15543 0.61747 -1.37405
H: -1.47439 2.24401 -1.51996
H: 0.96027 2.62800 -0.54401
H: 1.68820 1.34421 0.43044
H: 1.57240 1.16543 -1.33130
H: -0.26174 1.18176 1.82481
H: -1.91079 1.19882 1.08344
H: -1.03285 -0.34657 1.29016
H: 1.05158 -2.86932 1.68289
H: 0.46234 -1.69790 2.87613
H: 1.32573 -1.13747 1.41213

(10)
The following is a DFT calculation (ωB97M-V/def2-TZVPD) of 2 unconnected molecules or ions with the total composition C6H13N3.

Results
- LUMO energy (eV) = 0.78
- SMILES = [H]/N=C/N(C)C.[H]/N=C\C=C

Geometry (Å):
C: -0.09755 2.41971 -0.46887
C: -1.22506 0.56975 -1.62707
N: -0.75291 1.14110 -0.38693
C: 0.33275 -2.14479 0.32038
N: 0.02612 -2.75822 -0.75436
H: 0.58246 -2.47770 -1.56353
H: 0.20865 -2.68627 1.25661
H: 0.21750 2.75071 0.52209
H: -0.77270 3.17216 -0.89229
H: 0.78578 2.35328 -1.11038
H: -1.61777 -0.42216 -1.41987
H: -2.01869 1.18858 -2.05440
H: -0.40458 0.50081 -2.34396
C: -0.95001 0.50851 0.78205
C: 1.40894 -1.08374 0.40601
C: 2.02119 -0.75154 1.53796
N: -1.55642 -0.63399 0.84056
H: -1.80735 -0.91846 1.77879
H: -0.58008 1.06859 1.64902
H: 1.70022 -0.63303 -0.53854
H: 1.73238 -1.19117 2.48179
H: 2.76714 0.02788 1.58494